Molecular formula: CLiO2Rb
Method: DFT, ωB97M-V/def2-TZVPD

multiplicity	2
highest occupied orbital energy (spin up / spin down)	-11.99 / -11.12	eV
⟨S²⟩	0.755
total energy	-5984.84605	eV
charge	+1
gap between HOMO and LUMO (spin up / spin down)	0.3008 / 0.2690	Eh
largest force on an atom	1.1	eV Å⁻¹

Cartesian coordinates (Å):
O -3.326 0.338 1.350
C -2.275 0.268 0.954
O 1.096 -0.097 -0.489
Rb 5.062 -1.190 -1.214
Li -0.557 0.681 -0.601